1.
Molecular formula: C27H22IIrN3O2SeTe
Method: DFT, ωB97M-V/def2-TZVPD

Its LUMO energy (spin up / spin down) is -3.61 / -6.08 eV. The calculation puts the HOMO-LUMO gap (spin up / spin down) at 6.742 / 4.883 eV. The spin multiplicity is 5. The value obtained for the HOMO energy (spin up / spin down) is -10.35 / -10.96 eV. Its charge is +1.

Each line ends with the Mulliken spin population.
Positions of all 58 atoms, in Å:
Ir -0.2060 -1.3712 0.1305  2.29
C 0.6592 3.0116 -1.9415  0.02
C -0.7306 2.4979 -2.0824  0.14
N -1.5444 3.0253 -2.9410  -0.09
C -2.7868 2.5957 -3.1108  0.25
C -3.3461 1.6194 -2.3072  0.01
C -4.7402 1.1074 -2.5958  0.00
O -4.8872 -0.2692 -2.3673  0.00
C -2.5314 1.0289 -1.3192  0.07
C -3.1004 0.0838 -0.4036  -0.07
N -2.4746 -0.8313 0.2536  0.20
C -3.2041 -1.7370 1.0218  0.00
C -4.4628 -2.1851 0.6029  0.00
C -5.1867 -3.0761 1.3684  0.00
C -4.6792 -3.5417 2.5709  0.00
C -3.4130 -3.1568 2.9814  -0.02
C -2.6841 -2.2918 2.1910  0.01
I -0.6778 -1.8152 2.7727  0.12
C -1.1532 1.3950 -1.2453  0.15
O -0.3097 0.8541 -0.4638  0.39
H 0.8008 3.8827 -2.5719  0.00
H 1.3697 2.2330 -2.2320  0.01
H 0.8606 3.2642 -0.9006  0.01
H -3.3384 3.0571 -3.9164  -0.01
H -5.0036 1.3612 -3.6313  0.00
H -5.4714 1.6035 -1.9450  0.00
H -4.2323 -0.7501 -2.9001  0.00
H -4.1744 0.1850 -0.2602  0.00
H -4.8394 -1.8413 -0.3513  0.00
H -6.1455 -3.4186 1.0119  0.00
H -5.2531 -4.2243 3.1765  0.00
H -2.9919 -3.5373 3.8972  -0.01
Se -0.2934 -3.1925 -1.5709  0.30
C -1.5581 -2.2045 -2.3631  -0.02
N -2.4033 -1.6121 -2.8794  0.05
Te 2.2194 -0.1226 -0.5831  0.14
C 4.0600 -1.1112 -0.1148  -0.01
C 4.2332 -1.7966 1.0793  0.00
C 5.4739 -2.3207 1.3973  0.00
C 6.5386 -2.1571 0.5262  0.00
C 6.3608 -1.4880 -0.6731  0.00
C 5.1199 -0.9740 -0.9993  0.01
C 2.5231 1.3424 0.9345  0.02
C 2.2071 1.1424 2.2671  0.02
C 2.4937 2.1349 3.1900  0.00
C 3.0968 3.3144 2.7861  0.00
C 3.4103 3.5106 1.4515  0.00
C 3.1248 2.5250 0.5245  -0.02
H 3.4021 -1.9172 1.7627  0.00
H 5.6098 -2.8476 2.3299  0.00
H 7.5084 -2.5553 0.7812  0.00
H 7.1912 -1.3562 -1.3515  0.00
H 4.9760 -0.4513 -1.9357  0.00
H 1.7389 0.2233 2.5977  0.00
H 2.2534 1.9810 4.2302  0.00
H 3.3246 4.0804 3.5101  0.00
H 3.8865 4.4247 1.1291  0.00
H 3.3807 2.6690 -0.5183  -0.01

2.
Molecular formula: C18H72N36O18
Method: DFT, ωB97M-V/def2-TZVPD

Its LUMO energy is 0.40 eV. The calculation puts the HOMO-LUMO gap at 9.832 eV. The value obtained for the HOMO energy is -9.44 eV. Its charge is 0.

Each line ends with the Mulliken charge.
Positions of all 144 atoms, in Å:
C 17.1845 11.5113 8.3489  0.41
O 17.3281 10.4770 9.0496  -0.67
N 18.2403 12.1616 7.7855  -0.27
N 15.9797 12.0516 8.0048  0.23
H 17.9892 13.0974 7.5359  0.04
H 19.1397 12.0360 8.2513  0.21
H 15.8449 12.9065 7.4742  -0.10
H 15.2213 11.4337 8.1209  0.05
C 14.4550 14.6966 7.2130  0.71
O 15.4398 14.4323 6.4365  -1.04
N 13.1625 14.7984 6.8728  -0.36
N 14.7533 14.8621 8.5096  0.87
H 12.6747 14.4208 6.0742  0.32
H 12.5564 14.8520 7.6975  0.05
H 14.0808 15.2468 9.1707  0.07
H 15.7415 14.7450 8.8233  -0.13
C 22.0333 16.6762 8.2576  0.58
O 21.3659 17.6908 8.5444  -0.80
N 21.5945 15.8631 7.2493  -0.18
N 23.2603 16.3501 8.8320  -0.48
H 22.0855 15.0603 6.9855  0.12
H 20.7743 16.2419 6.8225  0.14
H 23.3496 15.3824 9.0572  0.16
H 23.4633 16.8739 9.6798  0.36
C 21.1566 17.4953 12.3412  0.33
O 21.7831 16.3647 12.1530  -0.75
N 20.8766 18.3344 11.3746  0.05
N 20.5615 17.7117 13.5599  -0.29
H 21.2215 18.1172 10.3866  0.08
H 20.2565 19.0937 11.6815  0.17
H 20.9526 17.1748 14.3034  0.17
H 20.0194 18.5611 13.7504  0.31
C 11.6227 11.7206 7.2848  0.67
O 11.2750 12.9508 7.2425  -0.83
N 12.1459 11.1261 8.3929  0.08
N 11.5688 10.9344 6.1737  -0.38
H 12.1639 10.1084 8.4862  0.22
H 12.1374 11.6463 9.2804  -0.21
H 11.2541 11.1640 5.2985  0.21
H 12.0571 10.0443 6.2210  0.16
C 16.9191 17.6636 8.7471  0.44
O 16.2683 17.6808 9.8592  -0.63
N 16.3091 17.9175 7.5489  -0.49
N 18.2501 17.6074 8.7498  0.09
H 16.7323 17.4756 6.7525  0.24
H 15.3337 17.6416 7.4625  0.33
H 18.8864 17.5877 8.0118  0.15
H 18.6351 17.5528 9.6524  -0.12
C 22.7931 11.7116 5.6131  0.46
O 21.9475 12.5873 5.6715  -0.48
N 23.0753 10.9840 4.4272  -0.57
N 23.5304 11.3196 6.6957  -0.30
H 23.0923 9.9628 4.4474  0.24
H 22.4831 11.2843 3.6601  0.27
H 23.5906 12.0065 7.4603  0.15
H 24.3389 10.7323 6.4859  0.22
C 18.1202 20.7746 12.7545  0.54
O 19.0534 20.0253 13.0272  -0.72
N 18.0389 22.0232 13.3561  -0.50
N 17.2762 20.6472 11.6465  -0.35
H 18.3577 21.9765 14.3030  0.26
H 17.2180 22.6034 13.2194  0.21
H 16.9632 19.7116 11.3539  0.23
H 16.7033 21.3885 11.4569  0.17
C 16.8649 14.5878 15.2446  0.67
O 16.4553 15.5834 15.8005  -0.76
N 18.0295 14.0209 15.7841  -0.41
N 16.3406 13.9606 14.1681  -0.19
H 18.4447 14.3752 16.6298  0.22
H 18.3910 13.1244 15.5074  0.16
H 16.8869 13.2400 13.7590  0.14
H 15.3536 14.0256 13.8999  0.06
C 11.1171 14.1749 10.7515  0.26
O 12.2384 14.5289 10.4095  -0.39
N 10.2458 13.5494 9.9222  -0.25
N 10.6491 14.4908 12.0316  -0.54
H 9.2564 13.3490 10.1137  0.21
H 10.6270 13.4430 8.9594  0.10
H 11.4650 14.7467 12.5948  0.23
H 10.0547 13.8704 12.5050  0.29
C 19.8863 11.4180 11.6659  0.56
O 20.9337 11.5747 12.3614  -0.89
N 19.7157 10.4918 10.7017  -0.13
N 18.8798 12.3129 11.8381  0.06
H 18.8446 10.2582 10.2844  0.06
H 20.4204 9.7165 10.6970  0.25
H 19.0534 13.0085 12.5527  0.09
H 17.9156 12.0370 11.5769  -0.03
C 18.5069 15.9019 4.9711  0.69
O 18.4642 16.8909 5.7745  -0.74
N 19.5960 15.6793 4.2097  -0.53
N 17.5054 15.0307 4.7837  -0.21
H 20.4676 16.1730 4.3549  0.32
H 19.8424 14.7472 3.9941  0.21
H 17.6686 14.3464 4.1039  0.16
H 16.6379 14.9906 5.3293  0.28
C 9.5188 10.5561 12.7747  0.49
O 9.9272 11.6618 13.1949  -0.71
N 8.1981 10.1131 13.0675  -0.57
N 10.2471 9.8184 11.9697  -0.18
H 8.1289 9.0938 13.2010  0.23
H 7.8881 10.6038 13.8993  0.31
H 11.0361 10.2034 11.5606  0.05
H 9.9044 9.0504 11.4545  0.24
C 23.0557 13.1050 10.1112  0.81
O 23.5503 13.5860 9.0303  -0.87
N 22.7454 11.7453 10.1472  -0.54
N 22.6910 13.8676 11.2191  -0.21
H 22.1011 11.4414 10.9108  0.09
H 22.5791 11.3576 9.2328  0.31
H 22.5475 13.2618 12.0224  0.19
H 22.9292 14.8534 11.3810  0.24
C 14.5991 8.7280 8.8533  0.46
O 13.4334 8.3760 8.5676  -0.80
N 15.7320 8.3458 8.1855  -0.21
N 14.8922 9.5621 9.8740  -0.11
H 15.6837 7.6226 7.5073  0.21
H 16.6043 8.6839 8.5081  0.13
H 14.0429 10.0405 10.2427  0.04
H 15.8007 9.9356 9.8149  0.26
C 13.3707 11.9889 12.0370  0.02
O 12.7920 11.1928 11.2791  -0.21
N 12.9277 12.2541 13.3024  -0.33
N 14.4909 12.6678 11.6708  0.33
H 13.3985 12.9105 13.8478  0.31
H 11.9343 12.2150 13.4967  0.21
H 14.4486 13.6349 11.8854  -0.04
H 14.7481 12.4998 10.7313  -0.10
C 14.3920 16.2771 12.7690  0.46
O 13.8968 15.2417 13.2377  -0.74
N 13.9432 16.6889 11.5975  -0.02
N 15.5300 16.8073 13.3722  -0.23
H 14.4297 17.4608 11.1297  0.27
H 13.4104 16.0726 11.0312  -0.02
H 15.7331 16.4870 14.3160  0.17
H 15.7492 17.7356 13.0439  0.15
C 18.2568 14.9985 10.4512  -0.87
O 17.2903 14.6084 9.8013  -0.19
N 19.5577 14.9702 10.0329  1.01
N 18.0907 15.3493 11.7644  0.45
H 20.2748 15.4842 10.6202  -0.24
H 19.8076 15.2318 9.0362  -0.17
H 17.1501 15.5860 12.0552  -0.16
H 18.8871 15.8771 12.2265  0.01

3.
Molecular formula: C6H10OS
Method: DFT, ωB97M-V/def2-TZVPD

Its LUMO energy is 0.85 eV. The calculation puts the HOMO-LUMO gap at 9.343 eV. The value obtained for the HOMO energy is -8.49 eV. Its charge is 0. The SMILES is C[C@@H]1CSC[C@H]2O[C@@H]12.

Each line ends with the natural charge from an NBO analysis.
Positions of all 18 atoms, in Å:
C 0.3566 -0.9673 -1.7541  -0.62
C 0.9466 -0.3794 -0.4288  -0.26
C 0.5865 -1.1259 0.8642  -0.58
S -1.1434 -1.2137 0.9946  0.24
C -1.4138 0.5331 1.3112  -0.57
C -0.6689 1.5042 0.3964  0.04
O 0.6326 1.8242 0.8540  -0.49
C 0.5281 1.0734 -0.3529  0.07
H -0.7307 -1.2930 -1.6680  0.22
H 0.3254 -0.2101 -2.5391  0.21
H 0.7987 -1.9114 -2.0309  0.22
H 2.0224 -0.4794 -0.5592  0.21
H 0.8949 -0.5360 1.7410  0.24
H 1.1068 -2.1125 0.8961  0.24
H -2.5064 0.5652 1.1643  0.23
H -1.2566 0.7912 2.3565  0.23
H -1.2591 2.2786 -0.0211  0.19
H 0.7802 1.6589 -1.2242  0.19

4.
Molecular formula: C5H6O
Method: DFT, ωB97M-V/def2-TZVPD

Its LUMO energy is 0.84 eV. The calculation puts the HOMO-LUMO gap at 9.682 eV. The value obtained for the HOMO energy is -8.84 eV. Its charge is 0. The SMILES is CC=C=O.C#C.

Each line ends with the natural charge from an NBO analysis.
Positions of all 12 atoms, in Å:
C -1.5795 0.2125 0.0107  -0.60
C -0.7061 1.4414 -0.0452  -0.54
C 0.5041 1.4754 -0.5518  0.72
O 1.5854 1.5367 -1.0015  -0.48
H -2.5427 0.4014 -0.4759  0.21
H -1.7780 -0.0784 1.0485  0.21
H -1.1060 -0.6367 -0.4887  0.22
H -1.0619 2.3854 0.3562  0.26
C 2.0685 -1.2419 0.1981  -0.23
C 1.2795 -2.1319 0.3792  -0.26
H 2.7467 -0.4341 0.0230  0.25
H 0.5899 -2.9298 0.5473  0.24